1.
32
Properties=species:S:1:pos:R:3 method="wB97M-V/def2-TZVPD" charge=0 largest_force_ha_per_bohr=0.0611 orbital_gap_ev=5.0
C -1.265 1.700 3.007
C -1.594 0.290 2.490
C -2.451 0.287 1.228
N -1.765 0.651 -0.021
N -0.508 -0.032 -0.184
C -0.612 -1.515 -0.218
C 0.747 -2.201 -0.457
C 1.449 -1.635 -1.714
C 2.403 -0.491 -1.305
S 2.130 0.933 -2.349
O 0.919 1.516 -1.879
O 3.298 1.724 -2.312
Cl 1.802 0.324 -4.403
H -1.881 1.915 3.875
H -1.483 2.466 2.266
H -0.236 1.782 3.340
H -0.696 -0.318 2.378
H -2.173 -0.227 3.252
H -2.943 -0.676 1.113
H -3.236 1.028 1.348
H -1.521 1.638 0.042
H 0.216 0.274 0.472
H -0.152 0.303 -1.109
H -1.009 -1.891 0.720
H -1.327 -1.801 -0.982
H 1.344 -2.092 0.447
H 0.517 -3.254 -0.590
H 0.672 -1.210 -2.347
H 2.002 -2.409 -2.227
H 2.248 -0.172 -0.279
H 3.438 -0.815 -1.351
Br 1.667 3.908 -2.251


2.
16
Properties=species:S:1:pos:R:3 method="wB97M-V/def2-TZVPD" charge=0 largest_force_ha_per_bohr=0.0979 e_above_lowest_ev=2.2837 orbital_gap_ev=10.1
C 0.505 0.223 -0.508
C 1.502 0.642 0.519
C -0.091 1.596 -0.126
N 2.841 0.875 -0.191
N -1.560 1.978 -0.136
O 3.305 2.021 0.036
O 3.374 -0.083 -0.819
O -2.048 2.144 -1.204
O -2.100 2.165 0.892
O 0.827 1.737 0.941
O 0.345 -0.853 -0.982
O -1.397 -0.452 0.595
H 0.138 2.255 -1.017
H 1.761 0.002 1.418
H -2.393 -0.488 0.749
H -0.934 -1.306 0.661


3.
47
Properties=species:S:1:pos:R:3 method="wB97M-V/def2-TZVPD" charge=+2 largest_force_ha_per_bohr=0.1134 e_above_lowest_ev=0.0664 orbital_gap_ev="5.4 / 3.9"
C 3.260 0.301 -0.214
N 1.975 0.369 -0.594
N 1.930 0.124 -1.952
C 3.197 -0.070 -2.404
C 4.079 0.031 -1.329
B 0.595 0.175 -2.805
N -0.465 -0.970 -2.528
N -1.184 -1.073 -1.355
C -2.024 -2.112 -1.485
C -1.879 -2.690 -2.763
C -0.888 -1.935 -3.387
Mg 0.000 0.000 0.000
N -0.096 1.525 -2.496
N -0.494 1.724 -1.216
C -1.064 2.938 -1.153
C -1.034 3.543 -2.428
C -0.408 2.608 -3.254
H -1.461 3.309 -0.208
H -0.164 2.632 -4.315
H -1.414 4.524 -2.708
H 0.909 0.104 -3.973
H -0.455 -2.008 -4.384
H 3.378 -0.258 -3.462
H -2.429 -3.534 -3.178
H 5.164 -0.066 -1.351
H -2.685 -2.381 -0.661
H 3.524 0.454 0.833
H -1.762 -0.680 1.772
C -1.973 -1.453 2.529
H -2.827 -2.066 2.199
H -1.086 -2.095 2.655
H -2.217 -0.970 3.489
O -0.963 2.421 4.045
C -0.268 1.546 4.805
C -0.337 1.726 6.194
C 0.354 0.883 7.062
C 1.130 -0.153 6.554
C 1.217 -0.350 5.175
C 0.520 0.482 4.271
C 0.638 0.164 2.819
O 1.461 -0.782 2.426
O -0.161 0.692 1.919
H -0.960 2.461 3.084
H -0.933 2.531 6.604
H 0.287 1.033 8.132
H 1.665 -0.810 7.229
H 1.823 -1.176 4.822


4.
111
Properties=species:S:1:pos:R:3 method="wB97M-V/def2-TZVPD" charge=-1 largest_force_ha_per_bohr=0.0816 e_above_lowest_ev=3.0819 orbital_gap_ev=7.9
C -0.795 0.217 -1.310
C 0.019 -0.240 -0.084
C 1.426 -0.540 -0.638
O -0.193 0.536 1.111
H -0.669 -0.477 -2.141
H -0.412 1.077 -1.860
H -1.858 0.263 -1.075
H -0.294 -1.249 0.182
H 1.579 -1.375 -1.323
H 2.048 -0.825 0.211
H 1.978 0.349 -0.945
C 1.256 1.001 -4.193
S 0.707 -0.749 -4.492
O -0.804 -0.744 -4.708
C 1.382 -0.806 -6.215
H 0.922 1.499 -3.283
H 1.022 1.620 -5.060
H 2.338 0.881 -4.243
H 0.913 -1.753 -6.481
H 2.462 -0.938 -6.286
H 1.091 0.024 -6.858
C -2.545 -3.228 -1.033
S -3.796 -2.861 -2.287
O -3.176 -2.015 -3.366
C -4.902 -1.704 -1.328
H -1.961 -4.013 -1.514
H -3.027 -3.656 -0.153
H -1.849 -2.400 -0.903
H -5.306 -2.209 -0.450
H -5.683 -1.478 -2.055
H -4.524 -0.729 -1.021
C -4.948 2.874 -4.350
S -4.667 1.386 -3.217
O -3.534 0.603 -3.933
C -3.742 2.277 -1.979
H -4.041 3.460 -4.495
H -5.737 3.543 -4.006
H -5.190 2.493 -5.342
H -2.692 2.393 -2.246
H -3.689 1.508 -1.209
H -4.260 3.169 -1.624
N -0.455 1.503 3.880
C 0.570 1.821 4.663
C 0.062 2.288 5.823
C -1.357 2.202 5.868
C -1.628 1.665 4.653
H -0.435 1.110 2.950
H 1.575 1.681 4.294
H 0.737 2.628 6.594
H -1.957 2.454 6.730
H -2.522 1.304 4.165
N -3.039 0.614 1.637
C -3.823 1.719 1.566
C -5.190 1.352 1.511
C -5.186 -0.026 1.435
C -3.891 -0.475 1.605
H -2.031 0.599 1.569
H -3.354 2.690 1.499
H -6.043 1.969 1.270
H -6.024 -0.706 1.464
H -3.586 -1.511 1.589
N 0.847 -2.246 2.659
C 0.603 -1.973 3.989
C 1.060 -3.019 4.687
C 1.576 -3.954 3.808
C 1.563 -3.418 2.517
H 0.447 -1.769 1.863
H 0.112 -1.059 4.287
H 0.840 -3.135 5.738
H 1.922 -4.965 3.969
H 1.606 -3.816 1.514
N 2.508 1.509 1.736
C 3.162 2.671 1.365
C 4.398 2.661 2.012
C 4.458 1.425 2.666
C 3.297 0.756 2.540
H 1.624 1.263 1.313
H 2.707 3.280 0.598
H 5.168 3.411 1.911
H 5.316 1.052 3.205
H 2.878 -0.173 2.897
N 4.592 0.023 -0.084
C 4.897 0.535 -1.356
C 5.175 -0.493 -2.231
C 5.147 -1.631 -1.485
C 4.869 -1.306 -0.136
H 4.088 0.506 0.646
H 4.710 1.589 -1.496
H 5.236 -0.373 -3.302
H 5.271 -2.602 -1.941
H 4.724 -1.888 0.761
N -0.581 3.291 0.395
C -0.681 3.928 -0.827
C -0.253 5.223 -0.665
C 0.182 5.452 0.641
C 0.023 4.229 1.242
H -0.668 2.296 0.543
H -1.005 3.455 -1.742
H -0.293 5.928 -1.481
H 0.526 6.411 1.000
H 0.285 3.841 2.216
N 2.293 -5.906 -0.008
C 3.157 -4.874 0.002
C 2.515 -3.849 -0.758
C 1.082 -4.220 -0.860
C 1.099 -5.572 -0.519
H 2.564 -6.848 0.236
H 4.187 -4.900 0.326
H 2.961 -2.914 -1.065
H 0.261 -3.643 -1.258
H 0.272 -6.258 -0.633


5.
66
Properties=species:S:1:pos:R:3 method="wB97M-V/def2-TZVPD" charge=0 largest_force_ha_per_bohr=0.0290 orbital_gap_ev=8.2
Cl -5.893 -0.974 -7.205
P -3.744 -0.850 -6.696
C -1.887 -0.771 -6.259
C -1.210 -2.137 -6.139
C -1.019 -2.638 -4.694
C 0.368 -2.286 -4.135
C 0.509 -0.789 -3.827
C 1.692 -0.461 -2.897
C 1.269 0.005 -1.488
C 1.521 -1.018 -0.373
C 0.408 -2.045 -0.148
C -1.025 -1.530 -0.019
C -1.375 -0.920 1.341
C -0.648 0.356 1.712
N -0.869 1.474 0.804
C -1.758 1.592 -0.226
C -1.657 2.840 -0.806
C -0.656 3.533 -0.067
C -0.197 2.667 0.902
H -3.762 -2.250 -6.662
H -3.553 -0.119 -7.872
H -4.120 -0.179 -5.529
H -1.791 -0.173 -5.356
H -1.387 -0.208 -7.047
H -0.216 -2.081 -6.583
H -1.744 -2.895 -6.715
H -1.141 -3.718 -4.657
H -1.757 -2.167 -4.043
H 1.110 -2.581 -4.875
H 0.552 -2.832 -3.210
H -0.425 -0.406 -3.418
H 0.657 -0.271 -4.775
H 2.222 0.370 -3.358
H 2.405 -1.283 -2.853
H 1.888 0.870 -1.253
H 0.250 0.376 -1.516
H 1.805 -0.483 0.531
H 2.408 -1.583 -0.663
H 0.637 -2.686 0.703
H 0.415 -2.706 -1.017
H -1.677 -2.399 -0.139
H -1.294 -0.875 -0.838
H -2.448 -0.798 1.476
H -1.079 -1.659 2.089
H 0.414 0.198 1.852
H -1.015 0.672 2.691
H -2.441 0.824 -0.535
H -2.213 3.212 -1.644
H -0.333 4.545 -0.231
H 0.550 2.872 1.647
Br 2.664 1.982 3.393
C 2.438 1.355 5.223
C 2.629 -0.135 5.314
Br 1.085 -1.083 4.615
H 1.454 1.671 5.546
H 3.194 1.876 5.802
H 2.718 -0.448 6.353
H 3.493 -0.481 4.756
Br 1.866 3.904 7.445
C 1.644 3.214 9.248
C 1.888 1.729 9.296
Br 0.409 0.722 8.533
H 0.645 3.491 9.568
H 2.378 3.735 9.858
H 1.975 1.390 10.326
H 2.776 1.439 8.744


6.
11
Properties=species:S:1:pos:R:3 method="wB97M-V/def2-TZVPD" charge=0 largest_force_ha_per_bohr=0.0695 e_above_lowest_ev=1.4323 orbital_gap_ev=9.7
O 2.038 1.168 -0.296
H 1.317 1.701 -0.621
C -0.821 -0.942 0.019
C -0.869 -0.173 -1.069
N -0.607 -0.422 1.308
H -1.563 -1.735 0.056
H -0.530 0.872 -1.039
H -1.033 -0.631 -2.050
H -0.668 0.599 1.326
H 1.719 0.263 -0.248
H -1.156 -0.768 2.092


7.
15
Properties=species:S:1:pos:R:3 method="wB97M-V/def2-TZVPD" charge=0 largest_force_ha_per_bohr=0.0074 e_above_lowest_ev=2.3270 orbital_gap_ev=10.8
C 0.532 -0.272 1.708
C 0.250 -0.627 0.264
C -1.162 -0.604 -0.316
O -1.585 0.746 -0.551
C -0.714 0.126 -1.501
C 0.678 0.357 -0.888
O 0.916 1.686 -0.527
H 0.003 -0.955 2.383
H 0.224 0.751 1.939
H 1.604 -0.356 1.918
H 0.667 -1.613 0.024
H -1.961 -1.331 -0.213
H -1.039 0.051 -2.532
H 1.534 0.016 -1.473
H 0.053 2.025 -0.235


8.
7
Properties=species:S:1:pos:R:3 method="wB97M-V/def2-TZVPD" charge=+1 largest_force_ha_per_bohr=0.1450 e_above_lowest_ev=5.8990 orbital_gap_ev=3.9
O 2.801 4.708 -0.186
V 2.336 3.158 0.477
O 2.682 3.182 1.996
O -3.380 -3.987 -1.079
V -2.018 -3.873 -0.438
O -0.755 -3.696 -1.439
I -1.666 0.508 0.669